49
Properties=species:S:1:pos:R:3 method="wB97M-V/def2-TZVPD" relative_energy_kj_mol=240.2 multiplicity=1 e_tot_ev=-54918.1631 homo_energy_ev=-8.4 lumo_energy_ev=-0.73 smiles="CCSCc1ccc2ncc(CCOC(C)=O)nc2c1.O=S1(=O)OCCO1" gap_ev=7.684
S -0.20301 -4.12022 1.86382
S 3.96233 0.44833 2.06180
O 0.25476 -4.12671 3.21149
O 0.66410 -4.34013 0.75657
O -1.45306 -5.13986 1.74332
O -1.02237 -2.74950 1.61587
O -4.59348 1.67596 0.02004
O -2.94703 0.06370 -0.00037
N 0.73063 2.42571 -3.62156
N -0.64080 1.51919 -1.04795
C 2.86474 2.33691 0.26301
C -2.63874 2.18768 1.34712
C -2.35567 -3.05412 1.20187
C 1.33183 2.37072 -2.36395
C -1.24514 1.51908 -2.26875
C 3.53271 2.78818 -1.01150
C 3.32625 -0.65013 0.72434
C 3.79881 -2.16309 0.84998
C -3.50420 1.28210 0.37615
C -0.55608 1.98690 -3.51644
C -2.67161 -4.39814 1.83075
C 1.45953 1.94833 0.18723
C -2.74372 1.03223 -2.35762
C -3.06714 -0.19211 -1.42300
C 2.78060 2.80590 -2.27676
C 0.68265 1.95440 -1.10361
C 3.56044 2.23700 1.65606
H 2.87898 -2.81177 0.92313
H -3.48150 1.88598 -2.27296
H 0.92062 1.62247 1.12250
H 4.53496 2.79214 1.66083
H -2.36778 -3.11668 0.11054
H 2.91614 2.63027 2.49510
H -4.09698 -0.62432 -1.59584
H 4.27848 -2.43585 -0.13977
H 3.29711 3.16028 -3.20798
H -3.47745 -4.91919 1.31659
H -1.82927 1.59161 1.86416
H 4.50573 -2.30801 1.70741
H 4.60344 3.10260 -0.93884
H -2.86453 0.65563 -3.42366
H 2.19677 -0.64604 0.79941
H 3.55691 -0.25016 -0.30534
H -2.92642 -4.28972 2.88851
H -2.29954 -0.99154 -1.66206
H -3.04234 -2.27390 1.52653
H -3.34105 2.61449 2.12160
H -2.10822 2.99244 0.76104
H -1.16142 1.97095 -4.46881